Entry 1:
Density functional theory data (ωB97M-V/def2-TZVPD) for a molecular structure, C31H31B12Br6CdN3O4S3.

For the HOMO-LUMO gap (spin up / spin down), the calculation gives 5.876 / 5.836 eV. The HOMO energy (spin up / spin down) comes out at -8.471 / -8.468 eV.

Last column: Mulliken charge in e.
Element x y z (Å)
Cd -0.5999 0.3676 -0.4800  2.759
Br -2.7574 -1.8128 -0.2197  -0.407
B -2.4291 -3.0713 -1.6965  0.792
B -3.6405 -3.4188 -2.9669  0.581
C -2.6499 -3.8093 -4.3144  -1.913
B -2.1284 -2.4804 -3.3640  0.916
B -0.9543 -3.6165 -4.1482  0.577
B -1.7232 -5.2644 -4.2478  0.524
B -3.3923 -5.1500 -3.5015  0.687
B -3.2207 -4.7109 -1.7731  0.661
Br -4.5034 -5.3094 -0.4311  -0.414
B -2.0221 -5.8644 -2.5660  0.564
Br -1.9728 -7.7659 -2.1476  -0.403
B -0.5170 -4.9148 -2.9652  0.877
Br 1.2649 -5.7037 -2.9617  -0.390
B -0.7852 -3.2110 -2.4164  0.873
Br 0.7374 -2.1557 -1.7288  -0.160
B -1.4490 -4.5772 -1.4360  0.306
Br -0.7100 -4.9443 0.3401  -0.324
H -4.7061 -2.9211 -3.0819  -0.245
H -2.2512 -4.1210 -3.3227  -3.615
H -2.2041 -1.3535 -3.7135  -0.212
H -0.2616 -3.2356 -5.0267  -0.247
H -1.5498 -5.9576 -5.1885  -0.215
H -4.2930 -5.7514 -3.9730  -0.222
S -2.9550 -0.5550 3.0731  -0.043
C -1.8457 -1.3694 3.9783  0.179
C -2.1133 -1.6003 5.3800  -0.696
C -1.2795 -2.3331 6.1441  -0.493
C -0.0890 -2.9258 5.5853  -0.690
C 0.2393 -2.7283 4.2950  -0.684
C -0.5776 -1.9090 3.4264  0.163
S -0.0447 -1.6406 1.8954  0.285
H -3.0213 -1.1799 5.7893  0.468
H -1.5104 -2.4938 7.1898  0.398
H 0.5433 -3.5400 6.2132  0.405
H 1.1263 -3.1790 3.8705  0.520
O 1.1509 2.2548 -2.2658  0.146
B -0.0256 1.4934 -2.1963  -0.440
O -0.7173 1.6031 -3.3991  -0.281
C 0.0252 2.4293 -4.2038  0.899
C -0.2278 2.8443 -5.4907  -1.184
C 0.7188 3.6828 -6.0777  -0.481
C 1.8630 4.0766 -5.3926  -0.783
C 2.1067 3.6502 -4.0876  -1.028
C 1.1632 2.8258 -3.5179  0.643
H -1.1180 2.5285 -6.0188  0.492
H 0.5606 4.0310 -7.0902  0.400
H 2.5810 4.7227 -5.8814  0.394
H 2.9985 3.9466 -3.5486  0.454
S -3.4547 1.6862 -0.2849  -0.249
C -2.7031 2.9606 0.4717  -0.262
N -3.2964 3.5402 1.5814  0.060
C -2.8157 4.6442 2.1874  -0.233
C -1.6903 5.2313 1.7142  -0.867
C -1.0728 4.5924 0.6177  0.131
N -1.5391 3.5200 0.0313  -0.069
H -4.1320 3.0795 1.9089  0.272
H -3.3649 5.0134 3.0428  0.424
H -1.2740 6.1145 2.1723  0.435
H -0.1517 4.9951 0.2033  0.453
C 3.8534 -0.2762 3.4290  -0.865
O 3.6848 0.7448 2.4590  -0.437
C 3.5623 0.3815 1.1655  1.152
C 3.6501 -0.9292 0.7139  -0.510
C 3.5569 -1.2190 -0.6383  -0.947
C 3.4016 -0.1977 -1.5625  -0.930
C 3.3238 1.1096 -1.1179  -0.472
C 3.3744 1.4087 0.2361  0.259
N 3.3390 2.7798 0.6082  0.156
C 2.8289 3.4196 1.6555  -1.142
C 1.8333 3.0510 2.5610  1.013
C 1.7341 3.7966 3.7745  -0.895
C 0.8107 3.4994 4.7249  -1.047
C -0.1218 2.4504 4.4770  -0.335
C -0.1084 1.7574 3.3076  0.296
C 0.8624 2.0102 2.2801  0.336
O 0.8723 1.3934 1.1889  -0.542
H 3.8583 0.2279 4.3915  0.281
H 4.7988 -0.8057 3.2876  0.390
H 3.0271 -0.9888 3.4040  0.224
H 3.7912 -1.7328 1.4231  0.459
H 3.6039 -2.2493 -0.9684  0.673
H 3.3371 -0.4188 -2.6203  0.424
H 3.1815 1.9202 -1.8236  0.189
H 3.8138 3.3698 -0.0557  0.376
H 3.2542 4.4121 1.7803  0.496
H 2.4532 4.5930 3.9447  0.416
H 0.7743 4.0526 5.6551  0.395
H -0.8624 2.2057 5.2324  0.516
H -0.8272 0.9748 3.1021  -0.416

Atoms 1-2, force components in eV/Å:
-0.428 -0.408 0.853
-0.033 -0.079 -0.187


Entry 2:
Density functional theory data (ωB97M-V/def2-TZVPD) for a molecular structure, C31H31BF4N5O6Sc.

For the HOMO-LUMO gap, the calculation gives 7.125 eV. The HOMO energy comes out at -7.976 eV.

Last column: Mulliken charge in e.
Element x y z (Å)
Sc 0.0250 1.1389 0.1299  -0.881
C -5.0579 -0.0333 4.6297  -1.721
C -4.2953 0.0255 3.3352  0.341
C -3.9559 -1.0877 2.6278  -0.382
C -3.2792 -1.0031 1.3846  0.103
C -2.7739 -2.0977 0.6932  -0.526
N -2.5493 -3.2992 1.1771  0.068
C -1.9286 -4.3690 0.4038  -1.162
C -0.4025 -4.2843 0.3553  -0.747
C 0.0580 -3.0550 -0.4117  0.306
N 1.5164 -3.0039 -0.4551  0.295
C 2.2787 -2.4678 -1.3763  -0.888
C 1.9471 -1.5688 -2.4083  0.948
C 2.8224 -1.5089 -3.5298  -0.895
C 2.6685 -0.5900 -4.5221  0.284
C 3.5873 -0.5181 -5.7101  -1.768
C 1.6438 0.3717 -4.3636  -0.487
C 0.8227 0.4300 -3.2686  0.602
C -0.0677 1.5859 -3.1343  -0.742
N -0.5829 2.0189 -2.0601  0.536
C -1.2847 3.2978 -2.1326  -1.243
C -0.6167 4.2922 -1.1732  -0.515
C -1.2033 4.2486 0.2397  -1.102
N -1.5938 2.8840 0.5871  0.762
C -2.6588 2.7278 1.2558  -0.821
C -3.1671 1.4189 1.6604  0.839
C -3.8798 1.2807 2.8180  -0.563
C -2.8529 0.2654 0.8501  0.043
O -2.1728 0.3496 -0.2056  -0.993
C 0.9357 -0.5619 -2.2371  0.385
O 0.2430 -0.4951 -1.1813  0.582
H -5.2941 -1.0622 4.8988  0.367
H -5.9960 0.5213 4.5627  0.362
H -4.4778 0.4023 5.4455  0.358
H -4.2509 -2.0648 3.0003  0.474
H -2.4884 -1.9277 -0.3410  0.748
H -2.5696 -3.4056 2.1821  0.271
H -2.3440 -4.3402 -0.6052  0.405
H -2.2299 -5.3161 0.8484  0.456
H -0.0281 -5.1957 -0.1201  0.478
H -0.0153 -4.2343 1.3764  0.395
H -0.3200 -2.1472 0.0471  -0.870
H -0.2967 -3.0663 -1.4460  0.577
H 1.9890 -3.5092 0.2821  0.455
H 3.3175 -2.7838 -1.3215  0.399
H 3.6271 -2.2345 -3.5921  0.391
H 4.2391 -1.3896 -5.7559  0.382
H 4.2174 0.3716 -5.6530  0.337
H 3.0256 -0.4659 -6.6441  0.381
H 1.5424 1.1421 -5.1230  0.452
H -0.2128 2.1470 -4.0648  0.213
H -2.3277 3.1312 -1.8525  0.372
H -1.2661 3.6822 -3.1576  0.541
H -0.7204 5.3062 -1.5609  0.569
H 0.4525 4.0723 -1.1358  0.169
H -2.0742 4.9087 0.3161  0.554
H -0.4515 4.5848 0.9547  0.174
H -3.2362 3.6011 1.5787  0.390
H -4.1087 2.1731 3.3947  0.491
O 0.1217 -2.1783 2.8544  -0.808
C 0.3903 -1.1634 2.2110  0.207
O -0.4328 -0.3397 1.6905  0.169
C 1.8366 -0.8357 1.8849  -0.109
C 2.9601 -1.4484 2.4092  -0.897
C 4.2002 -1.0882 1.8891  -0.606
C 4.2784 -0.1645 0.8572  -0.975
C 3.0987 0.4074 0.4054  0.611
N 1.9319 0.0748 0.9285  1.625
C 2.9562 1.3946 -0.7442  0.016
O 3.8934 1.5717 -1.5028  -0.800
O 1.7712 1.8863 -0.8223  0.089
H 2.8544 -2.1779 3.2006  0.591
H 5.1038 -1.5309 2.2893  0.456
H 5.2172 0.1296 0.4092  0.595
F 2.7759 2.5563 2.6010  -0.352
B 1.6323 3.2814 2.3430  0.093
F 0.6414 2.3021 1.7564  -0.105
F 1.8136 4.2513 1.3717  -0.429
F 1.0277 3.7785 3.4763  -0.324

Atoms 1-2, force components in eV/Å:
-0.314 -0.190 -0.060
0.016 0.013 -0.015


The following ΔE to the lowest compared entry with this formula, charge and spin values (in kcal per mole) correspond, in order, to the records above: 10.7 14.2.